[1]
Computed, not measured: the molecule C4H5N3, with ωB97M-V with the def2-TZVPD basis set.

As for the SMILES: Nc1ncccn1. As for the HOMO energy: -8.83 eV. The total charge is 0. Its strongest force on any atom is 0.43 eV/A. The value obtained for the energy relative to the best compared isomer or geometry (same formula, charge and spin) is 4.36 kcal per mole. The calculation puts the lowest unoccupied orbital energy at 0.0390 Eh. The gap between HOMO and LUMO comes out at 9.89 eV.

Geometry as XYZ:
```
12
Properties=species:S:1:pos:R:3:mulliken_charge:R:1
N 2.28274 -0.24415 -0.01342 -0.3935
C 0.93162 -0.11112 -0.11803 0.5324
N 0.20223 -1.21511 0.10609 -0.5978
C -1.08868 -1.00638 0.33534 -0.0453
C -1.67284 0.25652 0.32904 -0.4763
C -0.87335 1.23887 -0.24519 -0.0368
N 0.43163 1.08691 -0.45424 -0.6033
H 2.86643 0.49212 -0.37676 0.2492
H 2.64049 -1.18609 -0.02947 0.2539
H -1.70674 -1.89336 0.44564 0.3820
H -2.69232 0.43265 0.65864 0.3520
H -1.32123 2.14913 -0.63764 0.3835
```


[2]
Computed, not measured: the molecule C4H5N3 at a distorted geometry, with ωB97M-V with the def2-TZVPD basis set.

As for the SMILES: C/C=N/N=C/C#N. As for the HOMO energy: -9.59 eV. The total charge is 0. Its strongest force on any atom is 9.34 eV/A. The value obtained for the energy relative to the best compared isomer or geometry (same formula, charge and spin) is 102.11 kcal per mole. The calculation puts the lowest unoccupied orbital energy at -0.0268 Eh. The gap between HOMO and LUMO comes out at 8.86 eV.

Geometry as XYZ:
```
12
Properties=species:S:1:pos:R:3:mulliken_charge:R:1
C -3.23242 0.19430 0.12125 -0.9232
C -1.99874 -0.39660 0.09495 0.0962
C 1.16581 0.44368 0.08047 0.0238
C 2.52173 0.08066 0.22167 0.2803
H -3.28043 1.18708 0.14006 0.3743
H -3.89422 -0.30268 -0.55346 0.2736
H -3.89903 -0.02756 1.06305 0.2832
H -1.70664 -1.29810 0.80269 0.3289
H 1.07017 1.51398 0.22674 0.3556
N -0.87818 0.20884 -0.45103 -0.2768
N 0.23394 -0.46153 -0.26495 -0.4288
N 3.64022 -0.17659 0.03182 -0.3872
```


[3]
Computed, not measured: the molecule C4H5N3, with ωB97M-V with the def2-TZVPD basis set.

As for the SMILES: Nc1cncnc1. As for the HOMO energy: -8.91 eV. The total charge is 0. Its strongest force on any atom is 0.58 eV/A. The value obtained for the energy relative to the best compared isomer or geometry (same formula, charge and spin) is 26.75 kcal per mole. The calculation puts the lowest unoccupied orbital energy at 0.0307 Eh. The gap between HOMO and LUMO comes out at 9.74 eV.

Geometry as XYZ:
```
12
Properties=species:S:1:pos:R:3:mulliken_charge:R:1
N 0.59823 -0.61738 -1.84683 -0.6038
C 0.29869 -0.10741 -0.57605 0.2693
C 0.58814 -0.77664 0.61104 -0.0394
N -0.09211 -0.53473 1.72581 -0.5335
C -0.91929 0.50467 1.69626 -0.0481
N -0.85859 1.47729 0.78925 -0.5518
C -0.20184 1.17637 -0.33082 -0.1608
H 1.00247 -1.54533 -1.77099 0.2594
H -0.23403 -0.69581 -2.42621 0.2738
H 1.44144 -1.45156 0.65561 0.3708
H -1.64988 0.58862 2.49729 0.3692
H 0.02676 1.98192 -1.02435 0.3949
```


[4]
Computed, not measured: a cluster of 2 separate species, C4H5N3 in total at a distorted geometry, with ωB97M-V with the def2-TZVPD basis set.

As for the SMILES: N#CC=C=N.C=N. As for the HOMO energy: -9.62 eV. The total charge is 0. Its strongest force on any atom is 1.11 eV/A. The value obtained for the energy relative to the best compared isomer or geometry (same formula, charge and spin) is 72.07 kcal per mole. The calculation puts the lowest unoccupied orbital energy at 0.0208 Eh. The gap between HOMO and LUMO comes out at 10.18 eV.

Geometry as XYZ:
```
12
Properties=species:S:1:pos:R:3:mulliken_charge:R:1
C -2.08985 -0.53085 0.09763 -0.3509
N -1.06785 -1.27972 0.08959 -0.4570
C 1.66600 -0.01803 0.36288 -0.5811
C 2.08148 -0.47513 -0.92009 0.3147
N 2.39473 -0.86120 -1.96776 -0.4210
C 1.05766 1.14480 0.50040 0.5484
N 0.55679 2.23992 0.66982 -0.4911
H -2.55209 -0.08339 -0.79026 0.2549
H -0.45528 2.27884 0.55119 0.2998
H -2.57016 -0.31176 1.05526 0.2945
H -0.72550 -1.42067 -0.86529 0.2583
H 1.70409 -0.68281 1.21664 0.3307
```


[5]
Computed, not measured: the molecule C4H5N3 at a distorted geometry, with ωB97M-V with the def2-TZVPD basis set.

As for the SMILES: [H]/N=C/C/N=C\C#N. As for the HOMO energy: -9.14 eV. The total charge is 0. Its strongest force on any atom is 1.52 eV/A. The value obtained for the energy relative to the best compared isomer or geometry (same formula, charge and spin) is 79.82 kcal per mole. The calculation puts the lowest unoccupied orbital energy at 0.0227 Eh. The gap between HOMO and LUMO comes out at 9.76 eV.

Geometry as XYZ:
```
12
Properties=species:S:1:pos:R:3:mulliken_charge:R:1
N -1.57738 -1.29946 1.55131 -0.4850
C -0.49262 -0.89011 1.46934 0.4732
C -0.08864 -0.02817 -1.23340 -0.0136
C -0.28913 1.23411 -0.36076 -0.5858
N 0.71808 1.11838 0.65257 -0.5168
C 0.76102 -0.07539 1.13318 -0.0828
N 0.62060 -0.92079 -0.69968 -0.3804
H -0.61271 -0.16640 -2.17725 0.3828
H -0.18625 2.16347 -0.93664 0.3631
H -1.33134 1.17386 -0.00250 0.2745
H 1.69654 -0.46016 1.53834 0.3681
H 0.68854 -1.86472 -1.03653 0.2028
```


[6]
Computed, not measured: the molecule C4H5N3 at a distorted geometry, with ωB97M-V with the def2-TZVPD basis set.

As for the SMILES: CNC1=N[C@H]1C#N. As for the HOMO energy: -9.81 eV. The total charge is 0. Its strongest force on any atom is 1.43 eV/A. The value obtained for the energy relative to the best compared isomer or geometry (same formula, charge and spin) is 62.20 kcal per mole. The calculation puts the lowest unoccupied orbital energy at 0.0219 Eh. The gap between HOMO and LUMO comes out at 10.41 eV.

Geometry as XYZ:
```
12
Properties=species:S:1:pos:R:3:mulliken_charge:R:1
C -1.82498 0.03795 0.01243 -0.7251
N -0.74136 0.19677 -0.94113 -0.1610
C 1.47957 -0.55951 0.32009 -0.0551
C 0.50012 -0.21539 -0.68972 0.2725
N 1.64050 -0.43384 -1.19219 -0.6211
C 2.08644 0.51321 1.09508 0.2567
N 2.55693 1.41037 1.66112 -0.4187
H -1.54072 -0.73539 0.73034 0.2709
H -2.72601 -0.29970 -0.50759 0.2926
H -2.04652 0.96212 0.55657 0.2833
H -0.90446 0.67433 -1.81714 0.2448
H 1.52049 -1.55092 0.77215 0.3601
```


[7]
Computed, not measured: a cluster of 2 separate species, C4H5N3 in total at a distorted geometry, with ωB97M-V with the def2-TZVPD basis set.

As for the HOMO energy: -7.86 eV. The total charge is 0. Its strongest force on any atom is 4.17 eV/A. The value obtained for the energy relative to the best compared isomer or geometry (same formula, charge and spin) is 225.36 kcal per mole. The calculation puts the lowest unoccupied orbital energy at -0.0580 Eh. The gap between HOMO and LUMO comes out at 6.28 eV.

Geometry as XYZ:
```
12
Properties=species:S:1:pos:R:3:mulliken_charge:R:1
C -2.18033 0.05876 -0.29141 -0.3841
C -1.18020 0.99185 -0.13501 -0.0013
C 2.82497 -1.07858 -0.28653 -0.3593
C 1.17018 0.66051 0.32269 -0.1500
N -1.69584 -1.14434 0.01504 -0.3309
N -0.48099 -1.08625 0.23333 -0.3498
N -0.04669 0.20611 0.16756 0.3728
H -3.25489 0.23988 -0.58368 0.3496
H -1.21112 2.08821 -0.18025 0.3213
H 2.95885 -1.13730 0.85555 0.1521
H 1.83314 -1.48892 -0.73623 0.1702
H 1.26291 1.69008 0.61893 0.2095
```


[8]
Computed, not measured: the molecule C4H5N3 at a distorted geometry, with ωB97M-V with the def2-TZVPD basis set.

As for the HOMO energy (spin up / spin down): -10.29 / -8.11 eV. The total charge is 0. Its strongest force on any atom is 3.48 eV/A. The value obtained for the energy relative to the best compared isomer or geometry (same formula, charge and spin) is 128.09 kcal per mole. The calculation puts the lowest unoccupied orbital energy (spin up / spin down) at -0.0258 / -0.0600 Eh. The gap between HOMO and LUMO (spin up / spin down) comes out at 9.59 / 6.47 eV.

Geometry as XYZ:
```
12
Properties=species:S:1:pos:R:3:mulliken_charge:R:1
C -1.81783 -0.11854 -0.13530 -0.7517
N -0.46445 0.37916 -0.32921 -0.1660
C 1.24509 -0.28526 0.58812 -0.3271
C 0.65275 -0.51263 -0.72785 0.3777
N 0.90064 -1.19730 -1.70380 -0.4620
C 2.29253 0.64469 0.82330 0.3159
N 3.11130 1.45094 0.99354 -0.4105
H -1.75850 -1.13206 0.27028 0.2863
H -2.35368 -0.16210 -1.08939 0.2744
H -2.36956 0.52238 0.55691 0.2981
H -0.39579 1.33832 -0.66538 0.2427
H 0.95750 -0.92762 1.41877 0.3221
```